Computed, not measured: a 11-piece molecular cluster, C63H126F8N11O23S8 overall at a distorted geometry, with wB97M-V/def2-TZVPD.

Geometry (Å):
C 4.23 4.17 0.34
C 3.55 5.11 -0.60
C 4.33 5.34 -1.93
C 3.54 6.20 -3.00
C 2.19 5.54 -3.27
C 1.26 5.42 -2.05
N 2.13 4.74 -0.94
O 1.37 4.17 0.20
C 0.12 4.44 -2.37
C 0.66 6.81 -1.81
C 3.44 6.42 0.22
H 5.29 4.39 0.47
H 4.18 3.15 -0.04
H 3.99 4.14 1.40
H 4.61 4.36 -2.32
H 5.25 5.88 -1.72
H 4.01 6.32 -3.97
H 3.36 7.19 -2.59
H 2.36 4.60 -3.79
H 1.73 6.09 -4.09
H -0.31 4.71 -3.34
H -0.72 4.53 -1.69
H 0.56 3.44 -2.42
H 0.22 7.25 -2.71
H 1.43 7.56 -1.63
H -0.13 6.83 -1.06
H 3.01 7.33 -0.20
H 4.39 6.87 0.50
H 2.95 6.34 1.20
C -1.03 3.84 2.91
C -0.67 2.85 4.10
C 0.91 2.78 4.19
C 1.44 4.05 4.77
C 0.84 4.30 6.21
C -0.66 4.52 6.16
N -1.28 3.32 5.44
O -2.72 3.46 5.32
C -1.01 5.84 5.36
C -1.22 4.39 7.63
C -1.18 1.39 3.86
H -0.25 4.60 2.79
H -1.97 4.37 3.01
H -1.10 3.32 1.96
H 1.39 2.64 3.22
H 1.15 1.92 4.81
H 1.31 4.94 4.16
H 2.52 3.92 4.81
H 1.40 5.18 6.52
H 1.13 3.49 6.88
H -0.80 6.68 6.02
H -2.08 5.95 5.17
H -0.46 6.01 4.43
H -0.94 3.44 8.10
H -2.30 4.53 7.59
H -0.76 5.26 8.10
H -0.55 0.80 3.19
H -2.24 1.50 3.67
H -1.11 0.80 4.78
C 4.07 -0.81 -1.26
C 3.71 -1.29 -2.67
C 3.29 -2.76 -2.49
C 2.64 -3.39 -3.73
C 1.39 -2.48 -4.28
C 1.65 -0.96 -4.42
N 2.55 -0.48 -3.24
O 2.81 0.91 -3.24
C 0.43 -0.14 -4.31
C 2.38 -0.73 -5.78
C 4.89 -1.25 -3.60
H 4.46 0.20 -1.43
H 4.91 -1.33 -0.81
H 3.21 -0.66 -0.60
H 2.53 -2.84 -1.71
H 4.11 -3.41 -2.19
H 2.33 -4.36 -3.37
H 3.36 -3.53 -4.54
H 0.52 -2.66 -3.64
H 1.03 -2.95 -5.19
H -0.43 -0.35 -4.95
H 0.57 0.91 -4.55
H 0.10 -0.21 -3.28
H 2.70 0.32 -5.83
H 1.70 -0.96 -6.59
H 3.30 -1.31 -5.85
H 5.27 -0.26 -3.83
H 4.73 -1.86 -4.49
H 5.75 -1.72 -3.12
C -4.40 -2.50 -8.75
C -3.88 -3.48 -7.72
C -2.39 -3.82 -8.09
C -1.56 -4.35 -6.94
C -1.70 -3.40 -5.71
C -3.11 -3.17 -5.18
N -4.04 -2.88 -6.29
O -5.27 -2.39 -5.95
C -3.09 -2.04 -4.19
C -3.57 -4.42 -4.47
C -4.54 -4.87 -7.82
H -4.01 -1.49 -8.71
H -5.47 -2.31 -8.78
H -4.06 -2.61 -9.78
H -2.07 -2.81 -8.34
H -2.27 -4.48 -8.95
H -0.53 -4.39 -7.30
H -1.80 -5.37 -6.67
H -1.14 -2.47 -5.87
H -1.05 -3.73 -4.90
H -2.21 -2.14 -3.56
H -4.02 -1.96 -3.64
H -2.98 -1.13 -4.78
H -3.52 -5.32 -5.07
H -4.58 -4.47 -4.06
H -3.00 -4.53 -3.54
H -5.63 -4.85 -7.84
H -4.14 -5.59 -7.11
H -4.37 -5.43 -8.74
C 4.04 -3.98 1.33
C 4.36 -3.33 2.69
C 5.02 -1.90 2.42
C 5.01 -0.90 3.58
C 3.66 -0.65 4.06
C 2.84 -1.96 4.52
N 3.05 -3.08 3.44
O 1.91 -3.76 2.94
C 1.33 -1.59 4.55
C 3.39 -2.40 5.87
C 5.38 -4.12 3.60
H 3.86 -5.05 1.45
H 4.88 -3.75 0.68
H 3.14 -3.58 0.85
H 4.66 -1.34 1.56
H 6.07 -2.04 2.13
H 5.53 -0.02 3.20
H 5.75 -1.26 4.30
H 3.17 -0.15 3.23
H 3.72 0.03 4.91
H 0.72 -2.46 4.81
H 1.06 -1.20 3.57
H 1.27 -0.83 5.34
H 4.42 -2.15 6.09
H 3.40 -3.49 5.90
H 2.80 -2.16 6.76
H 6.32 -4.27 3.08
H 5.07 -5.13 3.89
H 5.51 -3.61 4.56
C -4.69 -5.10 1.94
C -5.33 -4.87 3.28
C -4.76 -5.93 4.28
C -3.20 -5.86 4.63
C -2.95 -4.47 5.27
C -3.42 -3.25 4.39
N -4.81 -3.47 3.76
O -5.54 -2.34 3.35
C -2.38 -2.91 3.26
C -3.53 -2.05 5.28
C -6.88 -4.82 3.17
H -4.95 -6.06 1.50
H -3.65 -4.96 2.20
H -4.90 -4.32 1.21
H -4.90 -6.96 3.97
H -5.35 -5.82 5.20
H -2.62 -5.88 3.71
H -2.95 -6.55 5.43
H -1.88 -4.31 5.41
H -3.48 -4.52 6.22
H -1.50 -2.48 3.75
H -2.70 -2.22 2.48
H -1.88 -3.76 2.80
H -3.79 -1.14 4.74
H -2.62 -1.86 5.84
H -4.41 -2.09 5.93
H -7.32 -4.25 3.99
H -7.44 -5.75 3.01
H -7.27 -4.29 2.30
C -4.38 0.39 -1.82
C -4.48 1.73 -1.05
C -3.63 2.78 -1.85
C -4.25 3.43 -3.04
C -5.60 4.00 -2.64
C -6.60 3.05 -2.02
N -5.96 2.25 -0.97
O -6.82 1.26 -0.37
C -7.07 2.15 -3.14
C -7.80 3.79 -1.42
C -4.03 1.64 0.42
H -3.42 -0.13 -1.75
H -4.37 0.59 -2.89
H -5.10 -0.37 -1.49
H -2.69 2.29 -2.12
H -3.28 3.56 -1.17
H -4.32 2.71 -3.86
H -3.50 4.15 -3.39
H -6.02 4.65 -3.41
H -5.33 4.80 -1.94
H -7.53 2.69 -3.97
H -7.80 1.38 -2.89
H -6.19 1.65 -3.54
H -8.27 4.49 -2.12
H -7.43 4.40 -0.59
H -8.52 3.13 -0.95
H -2.97 1.38 0.42
H -4.44 0.80 0.98
H -4.25 2.55 0.97
N 8.66 1.94 -0.23
S 8.23 2.23 -1.79
O 7.17 3.11 -2.19
O 8.47 1.16 -2.70
F 9.44 3.25 -2.24
S 7.41 1.11 0.04
O 7.16 -0.20 -0.50
O 6.27 1.96 0.32
F 7.72 0.80 1.55
N 5.84 4.12 5.23
S 5.06 5.58 4.99
O 4.09 5.68 3.93
O 5.87 6.77 5.17
F 4.17 5.53 6.33
S 5.83 3.53 3.86
O 6.62 4.19 2.82
O 4.63 2.77 3.40
F 6.72 2.24 4.24
N -0.63 -7.32 -0.63
S -0.04 -6.13 -1.72
O 1.34 -5.72 -1.58
O -0.98 -5.25 -2.40
F 0.18 -7.16 -2.92
S -0.33 -6.38 0.50
O -1.36 -5.34 0.68
O 1.06 -6.16 0.98
F -0.84 -7.28 1.67
N 0.76 -0.63 -0.95
S 0.65 0.59 -0.09
O 1.10 0.44 1.26
O -0.45 1.53 -0.36
F 1.94 1.37 -0.68
S -0.33 -1.60 -0.07
O -1.70 -1.19 0.17
O 0.31 -2.37 0.94
F -0.54 -2.61 -1.27

Output
Net charge: +3
Frontier orbital gap in eV: 1.9
ΔE to the lowest compared entry with this formula, charge and spin in eV: 20.1269
HOMO energy in eV: -12.7
Strongest force on any atom in eV/A: 10.3

***

Computed, not measured: a 11-piece molecular cluster, C63H137N11O11 overall at a distorted geometry, with wB97M-V/def2-TZVPD.

Geometry (Å):
C -23.10 -11.59 6.01
C -23.43 -10.21 6.58
C -22.50 -9.90 7.78
C -23.27 -9.11 5.52
C -24.39 -9.09 4.47
C -25.73 -8.89 5.17
C -26.00 -9.92 6.29
C -27.19 -9.46 7.11
C -26.44 -11.23 5.60
N -24.80 -10.14 7.10
O -25.02 -10.94 8.24
H -23.28 -12.35 6.78
H -23.70 -11.82 5.14
H -22.04 -11.73 5.80
H -22.74 -10.47 8.67
H -21.49 -10.24 7.52
H -22.33 -8.84 7.96
H -23.15 -8.14 6.02
H -22.31 -9.35 5.05
H -24.20 -8.29 3.76
H -24.37 -10.05 3.95
H -26.54 -8.88 4.44
H -25.80 -7.87 5.57
H -27.97 -9.17 6.40
H -26.94 -8.60 7.74
H -27.56 -10.25 7.76
H -26.89 -11.91 6.31
H -25.69 -11.82 5.08
H -27.22 -10.99 4.87
H -25.18 -10.27 8.92
C -23.42 -2.91 8.23
C -22.51 -2.06 7.36
C -23.25 -1.65 6.08
C -22.20 -0.80 8.22
C -21.06 0.02 7.65
C -19.79 -0.74 7.32
C -20.06 -2.07 6.55
C -20.21 -1.69 5.04
C -18.85 -2.99 6.81
N -21.24 -2.76 7.08
O -21.50 -3.95 6.37
H -23.69 -3.82 7.70
H -22.89 -3.33 9.09
H -24.24 -2.32 8.64
H -23.05 -2.45 5.36
H -24.34 -1.70 6.14
H -23.01 -0.68 5.65
H -23.12 -0.22 8.24
H -21.89 -1.01 9.24
H -21.38 0.55 6.75
H -20.80 0.86 8.31
H -19.26 -1.05 8.22
H -19.14 -0.15 6.68
H -19.22 -1.56 4.60
H -20.78 -0.77 5.03
H -20.79 -2.44 4.51
H -19.00 -3.90 6.23
H -18.79 -3.25 7.86
H -17.97 -2.44 6.46
H -21.74 -4.66 7.00
C -14.52 -7.98 6.00
C -15.89 -7.63 6.57
C -15.87 -6.41 7.50
C -16.83 -7.32 5.39
C -18.33 -7.28 5.72
C -18.79 -8.49 6.53
C -17.83 -8.89 7.68
C -18.04 -8.00 8.93
C -18.17 -10.34 8.03
N -16.44 -8.84 7.24
O -15.50 -9.47 8.07
H -13.70 -8.13 6.70
H -14.58 -8.86 5.36
H -14.29 -7.13 5.35
H -15.45 -6.56 8.49
H -15.18 -5.65 7.12
H -16.84 -5.94 7.63
H -16.65 -6.27 5.12
H -16.67 -7.92 4.50
H -18.64 -6.39 6.28
H -18.94 -7.26 4.81
H -18.74 -9.30 5.80
H -19.79 -8.38 6.95
H -18.87 -8.35 9.57
H -18.44 -6.99 8.87
H -17.19 -8.01 9.61
H -19.20 -10.40 8.37
H -17.42 -10.63 8.77
H -18.06 -10.93 7.12
H -15.22 -10.24 7.58
C -29.07 -3.81 13.64
C -28.73 -5.06 12.78
C -28.58 -6.26 13.73
C -29.92 -5.44 11.87
C -30.03 -4.47 10.71
C -28.69 -4.39 9.94
C -27.43 -4.11 10.74
C -26.21 -4.53 9.91
C -27.35 -2.58 10.98
N -27.54 -4.90 11.98
O -26.39 -4.72 12.78
H -28.51 -3.85 14.58
H -28.86 -2.83 13.20
H -30.14 -3.85 13.86
H -28.55 -7.18 13.15
H -27.66 -6.24 14.31
H -29.47 -6.28 14.36
H -29.85 -6.43 11.42
H -30.83 -5.39 12.47
H -30.78 -4.74 9.97
H -30.18 -3.45 11.08
H -28.80 -3.71 9.08
H -28.55 -5.34 9.40
H -26.13 -3.95 8.99
H -26.25 -5.61 9.78
H -25.35 -4.29 10.54
H -28.33 -2.13 11.13
H -27.03 -2.02 10.10
H -26.73 -2.30 11.83
H -26.60 -3.99 13.40
C -18.88 -15.37 13.59
C -19.85 -14.15 13.55
C -21.26 -14.68 13.22
C -19.86 -13.58 14.97
C -20.38 -12.15 15.02
C -19.75 -11.29 13.95
C -19.85 -11.77 12.51
C -21.30 -11.64 12.01
C -18.85 -10.95 11.70
N -19.43 -13.20 12.53
O -19.13 -13.77 11.29
H -19.00 -15.92 14.52
H -19.10 -15.97 12.71
H -17.87 -14.97 13.50
H -22.07 -13.98 13.45
H -21.35 -14.80 12.14
H -21.47 -15.63 13.70
H -20.44 -14.22 15.63
H -18.86 -13.56 15.41
H -21.47 -12.02 14.95
H -20.15 -11.66 15.97
H -18.78 -10.89 14.24
H -20.32 -10.35 13.98
H -21.42 -10.62 11.64
H -21.96 -11.90 12.83
H -21.37 -12.38 11.20
H -17.87 -11.00 12.17
H -19.16 -9.91 11.60
H -18.68 -11.31 10.69
H -18.18 -13.61 11.19
C -19.05 -2.91 10.87
N -17.71 -3.40 11.07
C -17.57 -4.82 10.86
C -16.73 -2.58 11.49
O -15.56 -2.89 11.64
H -19.74 -3.40 11.57
H -19.36 -3.17 9.85
H -19.19 -1.83 10.84
H -17.91 -4.95 9.82
H -16.53 -5.15 10.88
H -18.19 -5.35 11.57
H -17.06 -1.54 11.63
C -21.84 -1.63 13.04
N -23.15 -2.26 12.99
C -24.24 -1.32 13.09
C -23.31 -3.57 12.78
O -22.42 -4.39 12.58
H -20.97 -2.22 13.31
H -21.79 -0.77 13.71
H -21.63 -1.21 12.05
H -24.24 -0.80 14.05
H -24.25 -0.62 12.26
H -25.20 -1.85 13.08
H -24.37 -3.86 12.79
C -23.25 -7.30 10.99
N -22.61 -6.63 9.89
C -21.19 -6.56 9.95
C -23.33 -6.37 8.77
O -22.82 -5.92 7.76
H -23.01 -8.35 11.20
H -24.34 -7.22 10.90
H -23.17 -6.85 11.98
H -20.68 -7.45 10.32
H -20.78 -6.34 8.96
H -20.82 -5.78 10.62
H -24.35 -6.76 8.84
C -25.17 -8.17 14.26
N -24.43 -9.08 15.11
C -23.15 -9.49 14.60
C -25.00 -9.55 16.22
O -24.49 -10.40 16.93
H -25.55 -8.53 13.29
H -24.61 -7.31 13.86
H -26.05 -7.69 14.68
H -22.66 -8.64 14.13
H -22.47 -9.87 15.36
H -23.20 -10.29 13.86
H -25.98 -9.12 16.48
C -26.50 -11.77 13.50
N -26.78 -10.83 12.43
C -28.11 -10.23 12.51
C -25.89 -10.52 11.47
O -26.11 -9.61 10.68
H -25.56 -12.28 13.28
H -27.25 -12.52 13.71
H -26.28 -11.28 14.45
H -28.23 -9.74 13.48
H -28.25 -9.58 11.65
H -28.87 -11.01 12.46
H -25.01 -11.17 11.46
C -20.65 -5.21 15.12
N -20.18 -6.50 14.65
C -19.42 -7.24 15.65
C -20.40 -6.98 13.41
O -19.97 -8.05 13.01
H -19.82 -4.72 15.63
H -21.51 -5.37 15.78
H -21.01 -4.54 14.34
H -18.58 -6.71 16.08
H -20.20 -7.57 16.35
H -18.99 -8.14 15.21
H -20.89 -6.24 12.77

Output
SMILES: CC1(C)CCCC(C)(C)N1O.CC1(C)CCCC(C)(C)N1O.CC1(C)CCCC(C)(C)N1O.CC1(C)CCCC(C)(C)N1O.CC1(C)CCCC(C)(C)N1O.CN(C)C=O.CN(C)C=O.CN(C)C=O.CN(C)C=O.CN(C)C=O.CN(C)C=O
Frontier orbital gap in eV: 7.5
ΔE to the lowest compared entry with this formula, charge and spin in eV: 2.7882
HOMO energy in eV: -7.5
Strongest force on any atom in eV/A: 2.4